A molecular structure, C95H150F10N19O21S10 in a non-equilibrium geometry, computed with wB97M-V/def2-TZVPD.

Geometry as ORCA input:
```
! RIJCOSX wB97M-V def2-TZVPD def2/J DEFGRID3
* xyz 9 1
C -2.3511 -1.8553 2.0809
C -1.5011 -1.9913 0.8283
C -0.9655 -0.6616 0.3408
C 0.2881 -0.8569 -0.5404
N 1.1550 0.3844 -0.6897
C 2.3799 0.1846 -1.5379
C 3.4637 1.1936 -1.0610
C 2.8460 1.7976 0.2064
C 1.7306 0.8719 0.6506
C 0.3275 1.4091 -1.3943
H -1.9060 -1.6743 3.0373
H -2.8606 -2.8262 2.1628
H -3.1071 -1.1018 1.8201
H -2.0706 -2.5065 0.0643
H -0.6302 -2.5825 1.0635
H -0.6978 -0.1137 1.2371
H -1.7000 -0.0315 -0.1900
H 0.0230 -1.1072 -1.5696
H 0.9449 -1.5704 -0.0864
H 2.0327 0.2512 -2.5559
H 2.6501 -0.8737 -1.4277
H 3.6311 2.0320 -1.7545
H 4.4260 0.7642 -0.7418
H 2.4400 2.7793 0.1012
H 3.5527 1.8627 1.0308
H 1.0248 1.4552 1.2366
H 2.0491 0.0160 1.2592
H 0.9015 2.3301 -1.4747
H -0.6105 1.6176 -0.8720
H 0.0471 1.0539 -2.3860
C 3.4268 -4.6214 0.3832
C 4.4577 -5.1641 -0.6617
C 4.6991 -6.7264 -0.6959
C 5.5351 -7.1207 0.4844
N 6.0473 -8.5447 0.4909
C 6.9394 -8.7180 1.7316
C 7.8917 -9.8982 1.4515
C 7.8184 -10.0929 -0.0932
C 6.9638 -8.9561 -0.6576
C 4.8782 -9.4826 0.6023
H 3.7168 -4.6903 1.4358
H 2.4529 -5.1454 0.3092
H 3.2217 -3.5944 0.1022
H 5.3687 -4.5708 -0.5251
H 4.0322 -4.8027 -1.6121
H 5.1641 -7.0525 -1.6275
H 3.7262 -7.2137 -0.6826
H 4.9412 -7.1007 1.4020
H 6.3548 -6.4413 0.6245
H 6.3423 -8.8327 2.6225
H 7.5414 -7.8337 1.8998
H 7.5364 -10.7526 2.0402
H 8.8947 -9.6640 1.8155
H 7.4382 -11.0592 -0.4089
H 8.8496 -9.9938 -0.4357
H 6.3276 -9.2359 -1.5114
H 7.5661 -8.0752 -0.8821
H 4.4150 -9.4752 -0.4043
H 4.1697 -9.0458 1.3052
H 5.1510 -10.4793 0.9232
C 1.7857 4.2965 5.2089
C 2.4754 3.8218 3.9541
C 3.6362 4.6993 3.4436
C 3.0431 5.9986 3.0467
N 3.9236 6.8624 2.2144
C 5.2818 7.1821 2.8648
C 5.6866 8.4727 2.1281
C 4.3498 9.1833 1.6973
C 3.2781 8.2242 2.1518
C 4.0337 6.3011 0.7995
H 1.0730 3.5648 5.6322
H 1.2406 5.2063 4.9524
H 2.5410 4.5318 5.9605
H 1.7743 3.7856 3.1218
H 2.8454 2.7874 4.0765
H 4.0178 4.1679 2.5462
H 4.4513 4.8432 4.2117
H 2.8570 6.5986 3.9432
H 2.1138 5.7997 2.4917
H 5.8730 6.2846 2.6954
H 5.0776 7.3212 3.9009
H 6.2822 8.3136 1.2327
H 6.3286 9.1121 2.7746
H 4.3185 9.3969 0.6432
H 4.2713 10.1023 2.2541
H 2.3981 8.2513 1.5039
H 2.9440 8.5130 3.1599
H 2.9739 6.2091 0.4604
H 4.6011 5.3865 0.7591
H 4.4798 7.0505 0.1414
C -3.5267 2.7268 3.1934
N -3.5367 2.9032 4.6267
C -4.4951 2.2785 5.3783
C -4.6120 2.5142 6.7158
C -3.6963 3.4067 7.3462
C -2.7932 4.1269 6.5679
C -2.6943 3.8310 5.1684
C -3.7502 3.7120 8.8537
C -4.9575 4.1244 9.4769
C -4.8540 4.4846 10.7778
N -3.7368 4.3196 11.4525
C -2.5845 3.8701 10.9495
C -2.6175 3.5064 9.6194
C -3.7766 4.6942 12.8837
H -3.8264 1.7138 2.8879
H -2.5368 2.9763 2.8063
H -4.2278 3.4183 2.7110
H -5.1317 1.5837 4.8060
H -5.3253 1.9967 7.2987
H -2.1626 4.9208 6.8824
H -2.0095 4.3538 4.5255
H -5.8419 4.2698 8.8966
H -5.7125 4.8649 11.3334
H -1.7283 3.7525 11.5867
H -1.7136 3.1401 9.1640
H -2.9015 4.3192 13.4382
H -4.6519 4.3114 13.4368
H -3.9061 5.7642 13.0061
C -2.6043 3.8846 -2.9079
N -4.0651 3.9686 -2.9846
C -4.6390 3.7184 -4.1496
C -6.0060 3.8970 -4.2346
C -6.7355 4.2136 -3.0866
C -6.0878 4.4493 -1.9218
C -4.7319 4.3092 -1.8976
C -8.2050 4.3766 -3.1732
C -9.0767 3.7460 -2.2222
C -10.3998 3.9475 -2.3985
N -10.8958 4.7447 -3.4056
C -10.0693 5.3016 -4.2762
C -8.7158 5.1219 -4.2162
C -12.3137 5.1437 -3.3043
H -2.2872 2.8871 -3.1631
H -2.2775 4.1904 -1.8964
H -2.1045 4.5031 -3.6589
H -4.0546 3.3616 -5.0111
H -6.4907 3.6529 -5.1757
H -6.5607 4.7390 -1.0137
H -4.2402 4.4034 -0.9565
H -8.7182 3.1733 -1.3963
H -11.1275 3.5373 -1.6903
H -10.4330 6.0241 -5.0088
H -8.0558 5.7094 -4.8725
H -12.5316 5.8161 -4.1400
H -12.4673 5.6785 -2.3749
H -12.8654 4.2275 -3.3493
C 10.3327 -3.3985 -0.7694
N 9.1586 -2.9408 -1.4959
C 8.5237 -1.8141 -1.1030
C 7.4173 -1.2866 -1.7381
C 6.9786 -1.9824 -2.8983
C 7.6912 -3.1389 -3.3240
C 8.7862 -3.6420 -2.5865
C 5.8967 -1.4468 -3.8125
C 4.8171 -2.2931 -4.1781
C 3.9213 -1.8449 -5.1147
N 4.1280 -0.6627 -5.8140
C 5.1580 0.1747 -5.4517
C 5.9845 -0.1296 -4.3840
C 3.2914 -0.2482 -6.8799
H 10.0477 -4.1359 -0.0207
H 10.8063 -2.5453 -0.2754
H 11.0030 -3.8794 -1.4846
H 8.8857 -1.3730 -0.2117
H 6.9548 -0.3782 -1.3456
H 7.3350 -3.6317 -4.1987
H 9.3605 -4.5256 -2.8717
H 4.7392 -3.2603 -3.7028
H 3.0960 -2.4323 -5.4472
H 5.2059 1.1410 -5.9765
H 6.8093 0.5203 -4.1461
H 2.4226 -0.8586 -6.9464
H 3.8055 -0.1934 -7.8448
H 2.9191 0.7925 -6.7339
C 4.9997 -5.9371 7.3636
N 3.9503 -5.9677 6.3255
C 3.4163 -7.1327 6.0196
C 2.4967 -7.2780 4.9873
C 2.1509 -6.1378 4.2165
C 2.7600 -4.9287 4.5704
C 3.6642 -4.8546 5.5920
C 1.0779 -6.1286 3.1979
C 0.3156 -5.0111 2.9354
C -0.6562 -5.1773 1.9635
N -0.6810 -6.2940 1.1861
C 0.1676 -7.3527 1.3921
C 1.0284 -7.3034 2.4280
C -1.6787 -6.3625 0.1450
H 4.6358 -6.6273 8.1021
H 5.1124 -4.9055 7.7050
H 5.9804 -6.2626 6.9945
H 3.7479 -7.9319 6.6598
H 1.9475 -8.2052 4.8289
H 2.4994 -4.0058 4.0999
H 4.0661 -3.9025 5.9206
H 0.3518 -4.0773 3.4749
H -1.4215 -4.4425 1.8352
H 0.1241 -8.1207 0.6178
H 1.6798 -8.1466 2.5321
H -2.6819 -6.0891 0.4588
H -1.7402 -7.3885 -0.2116
H -1.4890 -5.6498 -0.6349
C -7.4683 -9.0832 -1.0619
N -7.0834 -7.6748 -1.3994
C -7.7833 -6.6573 -0.9247
C -7.4377 -5.3470 -1.2067
C -6.3107 -5.0784 -2.0173
C -5.5978 -6.1918 -2.5044
C -6.0054 -7.4328 -2.1549
C -5.8286 -3.7065 -2.1518
C -5.1000 -3.2743 -3.2111
C -4.6041 -1.9810 -3.2396
N -4.8991 -1.1065 -2.3039
C -5.6935 -1.5046 -1.2606
C -6.1567 -2.7875 -1.1461
C -4.3310 0.2076 -2.2803
H -6.9398 -9.3627 -0.1549
H -7.2108 -9.6655 -1.9373
H -8.5406 -9.0921 -0.8925
H -8.7730 -6.8429 -0.4804
H -7.9822 -4.5587 -0.7169
H -4.6798 -6.1269 -3.0716
H -5.4225 -8.2988 -2.4056
H -4.8915 -3.7981 -4.1460
H -4.0240 -1.6231 -4.0675
H -5.8924 -0.7242 -0.6024
H -6.7262 -3.1229 -0.2838
H -5.0263 1.0143 -2.1755
H -3.8963 0.4537 -3.2575
H -3.6205 0.2706 -1.4894
C 3.1605 4.1584 -8.7931
C 2.6879 4.6773 -7.4376
N 1.2063 5.0983 -7.3446
C 0.2440 4.0109 -7.8000
C 0.9862 5.3661 -5.8877
C 0.9058 4.2500 -4.8772
C 0.8028 6.4497 -8.1050
C 1.4500 7.7745 -7.6016
O 2.8808 7.7446 -7.9089
C 3.4592 9.0046 -8.2879
H 3.1381 4.8889 -9.6091
H 2.6267 3.2595 -9.0866
H 4.1900 3.8672 -8.7406
H 3.2354 5.6247 -7.2395
H 2.8458 3.9265 -6.6693
H 0.3307 3.9991 -8.8652
H -0.7361 4.2329 -7.3919
H 0.6496 3.0794 -7.4131
H 0.0543 5.9320 -5.8413
H 1.8269 6.0093 -5.6558
H 0.7366 4.7449 -3.8958
H 1.8341 3.6766 -4.8436
H 0.0865 3.5645 -5.0802
H -0.2841 6.5090 -8.0930
H 1.1181 6.3120 -9.1247
H 1.3655 7.9278 -6.5068
H 0.9693 8.5997 -8.0985
H 2.7882 9.8462 -8.2430
H 3.8199 8.8857 -9.3304
H 4.2845 9.2444 -7.6426
N 0.4378 -0.9536 4.4033
S 1.8796 -1.1342 3.9451
O 2.6451 0.0461 3.6385
O 1.9791 -2.2123 2.9501
F 2.4656 -1.7143 5.2705
S -0.2558 0.3306 5.0841
O -1.3755 -0.0896 5.8419
O -0.3457 1.4320 4.1942
F 0.9506 0.7247 6.0612
N -1.4333 -0.8898 -4.6278
S -1.3566 0.3528 -5.5819
O -2.4695 0.4970 -6.4650
O -0.0135 0.3214 -6.1861
F -1.3283 1.6270 -4.5991
S -0.2846 -1.8674 -4.2652
O 0.8945 -1.1523 -3.8229
O -0.0028 -2.8539 -5.2564
F -0.9132 -2.4940 -3.0311
N -6.2719 1.1011 1.6354
S -6.7449 -0.5436 2.0112
O -5.8043 -1.4151 1.3511
O -8.1329 -0.5528 1.9209
F -6.0880 -0.5522 3.5075
S -6.1208 1.8747 0.4006
O -6.8609 1.2998 -0.7231
O -4.6723 2.2437 0.2291
F -6.9324 3.1680 0.9022
N -1.8706 4.6129 0.3364
S -2.6544 5.7974 1.1997
O -2.1716 7.0622 0.8409
O -2.6900 5.5077 2.6294
F -4.0295 5.5472 0.6877
S -0.3200 4.4891 0.4872
O 0.1136 3.1653 0.7692
O 0.3428 5.5386 1.1167
F 0.0438 4.7247 -1.1282
N -3.5400 -6.0126 2.5033
S -2.9348 -6.5070 3.8453
O -3.7549 -6.9827 4.8682
O -1.8510 -5.5527 4.1027
F -2.1547 -7.9092 3.2573
S -4.7931 -5.6054 1.6473
O -5.9520 -5.0938 2.2880
O -4.8541 -6.4333 0.4949
F -4.0834 -4.2217 1.1349
*
```

Properties
- LUMO energy: -15.7 eV
- HOMO energy: -21.4 eV
- Gap between HOMO and LUMO: 5.73 eV


2 unconnected molecules or ions with the total composition C4H11NO in a non-equilibrium geometry, computed with wB97M-V/def2-TZVPD.

Geometry as ORCA input:
```
! RIJCOSX wB97M-V def2-TZVPD def2/J DEFGRID3
* xyz 1 2
C -0.3190 -0.1598 2.1739
N 0.1971 -1.2020 1.3129
C -0.8207 -1.8799 0.6861
H -0.6844 0.6378 1.5112
H -1.1759 -0.3154 2.9165
H 0.4246 0.3633 2.8009
H 0.8168 -1.7985 1.8033
H -1.6092 -2.3615 1.3293
H -0.2926 -2.6595 0.0399
H -1.4244 -1.3861 -0.1312
C 0.9769 0.2502 -2.0662
C 0.8160 1.4555 -1.4371
O -0.4931 1.8912 -1.0612
H 2.0110 -0.0879 -2.3022
H 0.2573 -0.5111 -2.4668
H 1.6643 2.0343 -1.1007
H -1.3416 1.3727 -1.2415
*
```

Properties
- Energy above the lowest of the compared OMol25 structures with the same formula, charge and spin: 340.86 kJ/mol
- LUMO energy (spin up / spin down): -3.0 / -8.6 eV
- HOMO energy (spin up / spin down): -14.4 / -12.8 eV
- Gap between HOMO and LUMO (spin up / spin down): 11.44 / 4.17 eV